{
  "formula": "C2H4BrCl",
  "method": "ωB97M-V with the def2-TZVPD basis set",
  "elements": ["Br", "Cl", "C", "C", "H", "H", "H", "H"],
  "xyz": [[4.6426, 0.6925, -0.5672], [2.9684, -0.4327, -1.2926], [-0.6477, 0.0953, 0.4640], [-1.8344, -0.2646, 0.0879], [-0.4705, 1.1484, 1.0575], [0.2637, -0.5021, 0.3546], [-2.2062, -1.1956, -0.2885], [-2.7158, 0.4587, 0.1843]],
  "forces_ev_per_angstrom": [[-0.139, -0.094, -0.054], [0.133, 0.094, 0.052], [2.372, 2.690, 2.063], [-3.447, 1.404, -0.003], [-0.496, -2.665, -1.866], [-0.464, 0.051, 0.112], [0.647, -0.593, -0.431], [1.393, -0.888, 0.127]],
  "homo_lumo_gap_ha": 0.32893,
  "homo_energy_ha": -0.3790,
  "spin_multiplicity": 1,
  "lumo_energy_ev": -1.4,
  "smiles": "ClBr.C=C"
}

{
  "formula": "C2H4BrCl2OP",
  "method": "ωB97M-V with the def2-TZVPD basis set",
  "elements": ["Br", "Cl", "Cl", "P", "O", "C", "C", "H", "H", "H", "H"],
  "xyz": [[2.2531, 0.6977, -0.5990], [-0.7848, 2.4710, -1.3833], [-2.4194, 0.5974, 0.7054], [-0.5650, 1.3033, 0.2415], [0.0085, 1.9979, 1.3739], [0.2464, -1.4857, 0.2310], [0.1778, -0.1480, -0.4659], [1.3000, -1.9957, -0.0930], [0.3888, -1.2892, 1.3828], [-0.6393, -2.1737, 0.1905], [0.0340, 0.0249, -1.5839]],
  "forces_ev_per_angstrom": [[3.228, 1.106, -0.123], [-0.237, 0.241, -0.041], [-0.244, 0.314, -0.039], [-0.960, -1.598, -0.609], [0.791, 0.458, 0.792], [2.296, -0.358, 1.669], [-2.959, -0.182, -1.067], [-2.758, 0.737, 0.657], [-0.214, -0.290, -2.083], [0.887, 0.637, -0.526], [0.169, -1.065, 1.371]],
  "homo_lumo_gap_ha": [0.28566, 0.25094],
  "homo_energy_ha": [-0.2679, -0.4092],
  "spin_multiplicity": 3,
  "lumo_energy_ev": [0.5, -4.3]
}

{
  "formula": "C2H4BrN",
  "method": "ωB97M-V with the def2-TZVPD basis set",
  "elements": ["Br", "N", "C", "C", "H", "H", "H", "H"],
  "xyz": [[3.3623, -0.1598, -0.1772], [1.4759, -0.1931, -0.4589], [0.6715, 0.0571, 0.4005], [-1.5788, -0.0573, -0.2320], [0.7167, 0.4805, 1.3586], [-1.4486, 0.9608, -0.4614], [-1.5424, -0.6503, -1.1181], [-1.6564, -0.4380, 0.6886]],
  "forces_ev_per_angstrom": [[0.265, 0.243, 0.410], [0.489, -0.996, -1.939], [-3.198, 0.164, -0.928], [4.386, 0.917, -2.391], [0.115, 0.320, 1.481], [-0.655, 1.308, 0.293], [-0.153, -0.729, -0.133], [-1.249, -1.226, 3.206]],
  "homo_lumo_gap_ha": [0.28578, 0.28919],
  "homo_energy_ha": [-0.3159, -0.3116],
  "spin_multiplicity": 1,
  "lumo_energy_ev": [-0.8, -0.6]
}

{
  "formula": "C2H4BrN",
  "method": "ωB97M-V with the def2-TZVPD basis set",
  "elements": ["Br", "N", "C", "C", "H", "H", "H", "H"],
  "xyz": [[-2.9859, -0.3364, 0.2379], [-0.2780, -0.0495, 0.5775], [-1.1633, 0.0278, -0.2896], [1.0768, 0.0708, 0.2518], [1.5444, -0.3168, 1.1957], [-1.1848, -0.0114, -1.3915], [1.5431, 1.2034, 0.0288], [1.4477, -0.5880, -0.6105]],
  "forces_ev_per_angstrom": [[1.038, -0.024, 0.041], [6.934, 0.028, 6.643], [-8.762, 0.918, -8.003], [1.929, -0.209, 0.644], [0.453, 0.741, -1.021], [0.617, -0.006, 0.619], [-1.533, -2.353, 0.449], [-0.676, 0.905, 0.629]],
  "homo_lumo_gap_ha": [0.25793, 0.23328],
  "homo_energy_ha": [-0.2264, -0.3649],
  "spin_multiplicity": 3,
  "lumo_energy_ev": [0.9, -3.6]
}

{
  "formula": "C2H4BrN3",
  "method": "ωB97M-V with the def2-TZVPD basis set",
  "elements": ["Br", "N", "N", "N", "C", "C", "H", "H", "H", "H"],
  "xyz": [[-2.7402, 0.6708, -0.1190], [-0.2234, -2.0319, 0.0954], [-1.0405, 0.7981, 0.6013], [0.5766, -1.7648, -0.6531], [-0.7603, 1.7539, 1.3781], [1.4378, -1.2205, -1.4605], [-1.3210, 2.5839, 1.6748], [1.7723, -1.9545, -2.2320], [0.2671, 1.6754, 1.6605], [2.0317, -0.5103, -0.9455]],
  "forces_ev_per_angstrom": [[-0.447, 0.249, -0.009], [0.423, -0.389, -0.496], [0.254, -0.100, 0.153], [-1.221, 0.463, 1.019], [0.803, -1.474, -1.154], [0.128, -1.947, -1.045], [-1.234, 1.088, 0.415], [-0.036, 1.177, 0.617], [0.659, 0.310, 0.603], [0.671, 0.623, -0.103]],
  "homo_lumo_gap_ha": 0.33720,
  "homo_energy_ha": -0.3092,
  "spin_multiplicity": 1,
  "lumo_energy_ev": 0.8
}

{
  "formula": "C2H4BrNO",
  "method": "ωB97M-V with the def2-TZVPD basis set",
  "elements": ["Br", "O", "N", "C", "C", "H", "H", "H", "H"],
  "xyz": [[1.8364, 1.6622, -0.9264], [-0.8603, -1.6446, 0.5446], [-0.7093, 1.7121, 0.4450], [0.3036, -1.2959, -0.0142], [0.1900, 1.0931, -0.0863], [-0.7260, 2.7253, 0.5187], [0.4262, -1.3716, -1.0826], [1.1492, -1.4448, 0.6321], [-1.6098, -1.4359, -0.0308]],
  "forces_ev_per_angstrom": [[0.268, 0.531, -0.185], [0.053, -0.256, 0.002], [-0.736, 0.347, 0.379], [-1.043, 3.179, -0.039], [0.799, -3.721, 0.072], [0.193, 0.063, -0.195], [0.059, -0.122, -0.130], [0.166, 0.014, 0.076], [0.241, -0.035, 0.020]],
  "homo_lumo_gap_ha": [0.30074, 0.30087],
  "homo_energy_ha": [-0.2929, -0.2929],
  "spin_multiplicity": 1,
  "lumo_energy_ev": [0.2, 0.2]
}

Which max |F| belongs to each record? In order, 4.138, 3.415, 5.079, 11.902, 2.213, 3.807 eV/A.